{"formula": "C44H60F18O27", "method": "ωB97M-V with the def2-TZVPD basis set", "e_homo_ha": -0.3778, "smiles": "CCOC(=O)C(F)(F)F.CCOC(=O)C(F)(F)F.CCOC(=O)C(F)(F)F.CCOC(=O)C(F)(F)F.CCOC(=O)C(F)(F)F.CCOC(=O)C(F)(F)F.C[C@H]1COC(=O)O1.C[C@H]1COC(=O)O1.C[C@H]1COC(=O)O1.C[C@H]1COC(=O)O1.C[C@H]1COC(=O)O1", "spin_multiplicity": 1, "charge": 0, "elements": ["C", "C", "O", "C", "O", "C", "F", "F", "F", "H", "H", "H", "H", "H", "C", "C", "O", "C", "O", "C", "F", "F", "F", "H", "H", "H", "H", "H", "C", "C", "O", "C", "O", "C", "F", "F", "F", "H", "H", "H", "H", "H", "C", "C", "O", "C", "O", "C", "F", "F", "F", "H", "H", "H", "H", "H", "C", "C", "O", "C", "O", "C", "F", "F", "F", "H", "H", "H", "H", "H", "C", "C", "O", "C", "O", "C", "F", "F", "F", "H", "H", "H", "H", "H", "C", "C", "C", "O", "C", "O", "O", "H", "H", "H", "H", "H", "H", "C", "C", "C", "O", "C", "O", "O", "H", "H", "H", "H", "H", "H", "C", "C", "C", "O", "C", "O", "O", "H", "H", "H", "H", "H", "H", "C", "C", "C", "O", "C", "O", "O", "H", "H", "H", "H", "H", "H", "C", "C", "C", "O", "C", "O", "O", "H", "H", "H", "H", "H", "H"], "xyz": [[14.16851, 11.53620, 22.93802], [14.49686, 12.52760, 24.03302], [13.76973, 13.71510, 23.97940], [14.27202, 14.77416, 23.36664], [15.26731, 14.82552, 22.63990], [13.35463, 16.00428, 23.63650], [12.27594, 15.58187, 24.22602], [14.00218, 16.73169, 24.49372], [13.07269, 16.78255, 22.56238], [15.04780, 11.20825, 22.38356], [13.50123, 11.96239, 22.18888], [13.65679, 10.64984, 23.31298], [15.55883, 12.74312, 24.15082], [14.23454, 11.98496, 24.94122], [19.88647, 13.53779, 16.23876], [20.37827, 12.42482, 15.33134], [20.25981, 12.86215, 13.99168], [19.23749, 12.50595, 13.19702], [18.32308, 11.78975, 13.59790], [19.20768, 13.09309, 11.75242], [18.89917, 12.06441, 10.91964], [18.15536, 13.99141, 11.66026], [20.33352, 13.60051, 11.28550], [20.03581, 13.26856, 17.28438], [18.83146, 13.71808, 16.03252], [20.44581, 14.46600, 16.12188], [19.81685, 11.52153, 15.57006], [21.45471, 12.27844, 15.42046], [17.92651, 7.94925, 17.34238], [18.10112, 8.63331, 15.94792], [19.01799, 7.90647, 15.07294], [20.41889, 8.10984, 15.16718], [20.83344, 8.95753, 15.95118], [21.36784, 7.31910, 14.20774], [21.59043, 6.08043, 14.53604], [20.74917, 7.22846, 13.05094], [22.54095, 7.93656, 13.94696], [18.86975, 8.00953, 17.88528], [17.78671, 6.88007, 17.18294], [17.09793, 8.36708, 17.91418], [18.40944, 9.67804, 15.98768], [17.11842, 8.55451, 15.48296], [22.67472, 14.88617, 20.82900], [21.39443, 14.28615, 20.27720], [20.60922, 15.17800, 19.47088], [19.99273, 16.26237, 19.96100], [20.05146, 16.56840, 21.14268], [19.02306, 16.97738, 19.07481], [19.33395, 18.24129, 19.07626], [19.16310, 16.48112, 17.83030], [17.74588, 16.83090, 19.55479], [22.44481, 15.65303, 21.56872], [23.10228, 15.41822, 19.97916], [23.35413, 14.11036, 21.18202], [20.77366, 13.88868, 21.08016], [21.49688, 13.44093, 19.59660], [8.71991, 15.30536, 19.97934], [9.69559, 15.10807, 21.12082], [10.99091, 14.85496, 20.59939], [11.44454, 13.67904, 20.23490], [10.83254, 12.62060, 20.37358], [12.77474, 13.75269, 19.45520], [13.06618, 15.04097, 19.32918], [13.69029, 13.07834, 20.12410], [12.60529, 13.17626, 18.25095], [7.78471, 15.76672, 20.29660], [8.55349, 14.33755, 19.50632], [9.27318, 15.88567, 19.24094], [9.53494, 14.28438, 21.81640], [9.80560, 16.00783, 21.72616], [16.35739, 12.27995, 16.00284], [15.55989, 11.69859, 17.20932], [16.44721, 11.21197, 18.16170], [17.11219, 12.04193, 19.06900], [17.07118, 13.25146, 19.12368], [17.96926, 11.27270, 20.09086], [19.19143, 11.87210, 20.08612], [17.47132, 11.39625, 21.33802], [18.04252, 9.95641, 19.82558], [17.19705, 11.60724, 15.82812], [16.74186, 13.28015, 16.20254], [15.78008, 12.43796, 15.09188], [14.85191, 10.90571, 16.96806], [14.93948, 12.49659, 17.61722], [14.77737, 16.78861, 16.06674], [15.38281, 16.23786, 14.79260], [15.16955, 17.10533, 13.48250], [16.42349, 17.27218, 12.85272], [17.31537, 16.61526, 13.61512], [18.47291, 16.40871, 13.26124], [16.77458, 16.19999, 14.77640], [15.16510, 17.75589, 16.38632], [15.05280, 16.11968, 16.88208], [13.68809, 16.81798, 16.09348], [15.12210, 15.18700, 14.66682], [14.66211, 18.04555, 13.69840], [14.44794, 16.64194, 12.80972], [9.51304, 15.41205, 16.12630], [10.19752, 14.85162, 14.90106], [11.16071, 15.83298, 14.19264], [12.30590, 15.03452, 14.01830], [12.24346, 13.81287, 14.68750], [13.03912, 12.84311, 14.63578], [11.01080, 13.72793, 15.25632], [8.80432, 16.22679, 15.97792], [10.19236, 15.66120, 16.94150], [8.95592, 14.61545, 16.61940], [9.46960, 14.46602, 14.18722], [11.43486, 16.64687, 14.86384], [10.61429, 16.29166, 13.36854], [14.07773, 10.44285, 12.89262], [13.73428, 11.63528, 11.91750], [14.62087, 12.88843, 12.11610], [15.46577, 12.84844, 10.98096], [15.14768, 11.84653, 10.14106], [15.70447, 11.61722, 9.07694], [14.08459, 11.19636, 10.60574], [15.15281, 10.27037, 12.94316], [13.60379, 9.49136, 12.65150], [13.72043, 10.56179, 13.91550], [12.66457, 11.84410, 11.93222], [15.27232, 12.82284, 12.98754], [13.98413, 13.76643, 12.00756], [14.19897, 8.71686, 19.78306], [12.86057, 8.67490, 19.08645], [11.84037, 9.67734, 19.64138], [11.34460, 10.25078, 18.40032], [12.11597, 9.78079, 17.33884], [11.97318, 10.13540, 16.21994], [13.03335, 8.97383, 17.78264], [14.52722, 9.75607, 19.76294], [14.94410, 8.01024, 19.41759], [14.17366, 8.45608, 20.84110], [12.48593, 7.65251, 19.13600], [12.28472, 10.46849, 20.24530], [11.08272, 9.28758, 20.32120], [18.44456, 14.02923, 23.07396], [19.75444, 13.99183, 23.82486], [20.42266, 15.30510, 24.19530], [20.95268, 15.07713, 25.45808], [20.25628, 14.11339, 26.05668], [20.30815, 13.87530, 27.23084], [19.38751, 13.56234, 25.16632], [17.83095, 14.86593, 23.40790], [17.85364, 13.12233, 22.94570], [18.72397, 14.36812, 22.07636], [20.48642, 13.32751, 23.36552], [19.66384, 16.08516, 24.25696], [21.04364, 15.60943, 23.35276]], "forces_ev_per_a": [[-0.08, -0.13, -1.12], [1.14, -1.87, 0.69], [-0.64, 1.15, 0.24], [1.73, -0.12, -2.89], [-2.23, -0.17, 1.99], [1.03, -0.70, -1.05], [-2.03, 0.04, 0.08], [1.09, 1.61, 1.24], [0.02, -0.99, 0.54], [0.09, 0.02, 0.11], [-0.02, 0.16, 0.09], [0.09, 0.06, 0.15], [0.04, 0.11, -0.45], [-0.27, 0.74, 0.38], [0.24, 0.11, 0.13], [0.08, 0.44, 0.97], [-0.46, 0.37, -2.84], [-1.16, -1.05, 2.66], [1.44, 1.24, -1.29], [-1.59, -0.53, -0.87], [0.03, 0.51, 0.63], [1.87, -1.00, 0.26], [-0.19, 0.52, 0.63], [-0.27, -0.23, 0.09], [0.07, 0.13, 0.20], [-0.06, -0.01, -0.35], [0.18, -0.16, -0.52], [-0.14, -0.31, 0.31], [1.29, 0.03, -1.06], [-0.07, -0.53, 0.89], [2.62, -0.91, -0.71], [-2.16, 2.96, 3.05], [-0.05, -1.92, -1.71], [-0.60, 0.70, -1.44], [0.61, -1.10, 1.63], [-0.94, 0.48, -1.46], [-0.75, -0.06, 1.12], [-0.13, 0.29, 0.30], [-0.37, 0.01, -0.10], [0.14, 0.10, -0.15], [0.01, -0.12, 0.17], [0.33, 0.12, -0.57], [-0.53, 0.44, -1.10], [-0.55, -0.57, 0.75], [-0.74, 1.40, -1.13], [0.93, -2.27, 4.02], [0.08, 0.09, -1.41], [-0.42, -1.17, -0.74], [-0.15, 1.33, -0.23], [-0.98, 0.45, 0.22], [1.39, 0.01, -0.95], [0.14, -0.32, 0.20], [0.56, -0.05, 0.08], [-0.08, 0.17, 0.09], [-0.24, 0.26, 0.14], [0.61, 0.13, 0.01], [0.66, -0.75, -0.01], [-0.21, -0.48, 1.03], [1.87, 0.95, -0.78], [-2.90, -2.31, 0.15], [1.49, 1.72, -0.06], [-1.83, 0.16, 0.31], [1.10, -0.19, -0.53], [0.87, 0.06, -0.06], [0.33, 0.49, 0.35], [0.16, 0.00, -0.13], [-0.37, -0.02, 0.04], [-0.41, 0.46, -0.01], [-0.81, -0.04, -0.14], [0.10, 0.04, -0.17], [-0.32, -0.32, 0.51], [-0.76, 2.24, -1.74], [2.36, 0.02, 3.31], [-1.73, 0.96, -1.81], [-0.14, -1.89, -0.25], [0.17, -0.17, 0.04], [-0.65, -1.02, 0.05], [0.08, 0.00, -0.59], [0.48, 0.92, 0.14], [-0.06, 0.14, -0.38], [0.13, -0.09, 0.51], [-0.25, -0.61, 0.11], [0.45, -0.27, -0.21], [0.07, 0.08, 0.28], [0.59, -0.30, 0.77], [-0.80, 0.78, -1.79], [-2.33, -0.35, 0.46], [-0.38, -0.42, 0.82], [3.30, -0.59, -1.19], [-2.84, 0.62, 1.30], [2.19, 0.04, 0.74], [0.02, 0.18, -0.46], [0.04, -0.18, 0.08], [-0.01, 0.01, -0.50], [-0.75, 0.08, -0.19], [0.65, 0.44, 0.28], [0.35, -0.46, -0.24], [-0.33, -0.83, 1.04], [-0.23, 0.56, 0.03], [-1.10, -0.36, 2.17], [1.73, -1.32, -0.74], [0.07, -2.72, -1.04], [-2.51, 4.76, 0.34], [1.19, 0.08, 0.14], [0.25, 0.05, -0.40], [0.53, 0.47, -0.40], [-0.37, -0.21, -0.33], [-0.12, 0.05, 0.01], [0.02, 0.10, 0.10], [0.93, -0.49, -0.82], [-0.39, 0.43, 0.11], [0.58, -1.75, 1.54], [-0.61, -0.77, -0.62], [0.90, 0.13, -0.62], [1.00, 0.16, -2.20], [-1.09, 0.44, 2.37], [-0.45, -0.44, -0.33], [0.11, 0.14, -0.20], [-0.02, 0.14, -0.80], [0.04, 0.75, 0.02], [0.12, 0.07, -0.01], [-0.44, 0.33, 0.12], [0.35, 0.28, 0.60], [0.32, 0.27, 0.85], [0.19, -1.81, 3.54], [0.44, 0.63, -0.70], [0.13, -0.69, -0.02], [-1.86, 1.95, 0.69], [-0.10, 0.02, -0.45], [1.46, -0.31, -2.27], [0.52, -0.05, -0.25], [-0.07, 0.30, -0.64], [-0.64, 0.03, 0.17], [-0.32, -0.12, 0.11], [0.38, 0.21, -0.32], [-0.40, -0.38, -0.75], [0.65, 1.42, -1.27], [-1.37, -0.28, 1.27], [-1.71, 0.49, -2.31], [1.64, 0.45, 0.11], [-1.18, -0.29, 1.10], [0.08, -0.17, -1.01], [0.97, -0.79, 0.50], [-0.18, -0.30, 0.42], [0.43, -0.03, 0.49], [-0.19, -0.17, -0.46], [-0.02, -0.43, 0.24], [-0.15, 0.13, 0.17], [0.94, 0.05, 0.77]]}